## i
One molecule with the formula C5H9NS2, computed with ωB97M-V with the def2-TZVPD basis set.

Each line ends with the Löwdin charge.
Cartesian coordinates (Å):
C: -1.606 0.463 0.631  -0.1383
C: -1.393 -0.841 -0.100  -0.3341
C: -0.267 -0.629 -0.981  -0.3064
C: 1.048 -0.088 -0.289  -1.0432
S: 1.273 -1.061 1.363  0.7209
S: 2.390 -0.156 -1.462  0.8099
C: 0.865 1.346 0.060  -0.4131
N: 1.139 2.469 0.066  0.1766
H: -0.649 0.560 1.403  0.0752
H: -1.574 1.436 0.028  0.0982
H: -2.500 0.395 1.379  0.1060
H: -2.212 -1.090 -0.726  0.1051
H: -1.299 -1.650 0.602  0.0907
H: -0.583 0.100 -1.754  0.1375
H: 0.057 -1.508 -1.519  0.1007
H: 2.018 0.056 1.904  -0.0481
H: 3.292 0.199 -0.604  -0.1377

Orbital gap = 10.004 eV
HOMO level = -9.503 eV

## ii
One molecule with the formula C5H9NS2, computed with ωB97M-V with the def2-TZVPD basis set.

Each line ends with the Löwdin charge.
Cartesian coordinates (Å):
N: -1.455 1.797 0.390  -0.0262
C: -0.729 1.296 -0.727  -0.3124
C: -0.304 -0.215 -0.600  -0.7443
C: 1.024 -0.498 -1.262  -0.4253
S: 2.133 0.142 0.032  0.8517
C: 0.840 0.059 1.454  -0.3219
C: -0.132 -0.843 0.698  -0.6683
S: -1.724 -1.166 0.018  0.9421
H: -2.423 1.451 0.341  0.0578
H: -1.611 2.820 0.267  0.0970
H: -1.196 1.321 -1.700  0.1078
H: 0.254 1.849 -0.728  0.1122
H: 1.218 0.163 -2.068  0.0582
H: 1.174 -1.520 -1.525  0.0781
H: 1.197 -0.307 2.411  0.0753
H: 0.457 1.043 1.527  0.0310
H: 0.383 -1.804 0.560  0.0873

Orbital gap = 9.390 eV
HOMO level = -8.730 eV

Among the structures above, stability is greatest for i.